Record 1
A molecular structure, C24H36BN10O3Rh at a distorted geometry. Source: OMol25; level of theory: ωB97M-V with the def2-TZVPD basis set.

XYZ file:
```
75
C24H36BN10O3Rh (ωB97M-V with the def2-TZVPD basis set)
Rh -0.6819 0.5593 0.7602
C -4.0986 -1.4452 -1.8273
N -4.1067 -1.3861 -0.3596
C -5.4658 -1.5305 0.2630
C -3.0951 -1.0226 0.3675
O -1.9074 -0.9310 -0.1327
C -3.3156 -0.6090 1.8134
O -2.0463 -0.4206 2.4838
C -2.2219 0.4862 3.4747
C -1.9253 1.9100 3.0842
O -1.3381 2.1877 2.0336
N -2.1138 2.9377 3.8547
C -1.5450 4.2248 3.4931
C -2.5197 2.8669 5.2706
H -4.7843 -2.2416 -2.0736
H -4.3323 -0.4806 -2.1609
H -3.1452 -1.6596 -2.2536
H -5.7084 -0.6592 0.7949
H -6.1630 -1.6277 -0.5600
H -5.5504 -2.4005 0.8792
H -3.7574 0.4182 1.7993
H -3.8205 -1.3598 2.3905
H -3.2644 0.4672 3.8665
H -1.5501 0.3737 4.3481
H -0.5645 4.2526 3.9439
H -1.5895 4.3526 2.4112
H -2.1758 5.0398 3.9009
H -1.5968 2.9097 5.9026
H -3.2288 3.7107 5.4361
H -3.0483 1.9491 5.4860
C 1.5528 -5.3207 -0.1178
C 2.0644 -4.0727 -0.7305
C 3.3041 -3.9206 -1.3385
C 3.4166 -2.6328 -1.9083
N 2.2439 -1.9359 -1.4242
N 1.4997 -2.7976 -0.8608
B 1.8986 -0.2120 -1.3678
N 0.4766 -0.0235 -1.6549
C -0.1564 -0.6934 -2.6758
C -1.1983 0.0276 -3.0750
C -1.2003 1.1868 -2.2628
C -2.1375 2.3167 -2.1750
N -0.2284 1.0471 -1.3655
N 2.3787 0.2789 -0.0386
C 3.6344 0.5786 0.3349
C 3.5502 0.6861 1.7384
C 2.2132 0.4289 2.1423
C 1.7853 0.2625 3.5584
N 1.4869 0.2672 1.0191
N 2.7217 0.3243 -2.4168
C 2.4599 1.3280 -3.5059
C 3.6206 1.5414 -4.2445
C 4.5585 0.6159 -3.7066
C 5.9098 0.3133 -4.3897
N 3.9968 -0.0401 -2.7107
H 1.2877 -5.0812 0.8762
H 2.0900 -6.2704 -0.1362
H 0.5879 -5.6243 -0.7110
H 3.9195 -4.8138 -1.4234
H 4.0995 -2.0591 -2.5551
H 0.3085 -1.5715 -3.0864
H -1.9267 -0.3687 -3.7876
H -2.4669 2.7750 -3.1167
H -1.7704 2.9998 -1.4593
H -3.1034 2.0978 -1.6346
H 4.5253 0.5402 -0.3196
H 4.4288 0.8309 2.3435
H 2.4179 0.7464 4.2648
H 1.5856 -0.7299 3.8105
H 0.8401 0.8675 3.8746
H 1.5383 1.8326 -3.5304
H 3.6650 2.2352 -5.0633
H 6.3935 1.3430 -4.5678
H 5.6681 0.0735 -5.4093
H 6.7206 -0.2493 -3.8822
```

The calculation puts the LUMO energy (spin up / spin down) at -7.84 / -12.06 eV. As for the multiplicity: 6. The HOMO energy (spin up / spin down) comes out at -16.7 / -16.8 eV. As for the HOMO-LUMO gap (spin up / spin down): 8.87 / 4.78 eV. Its strongest force on any atom is 9.39 eV/Å. As for the net charge: +3.

=====

Record 2
A molecular structure, C24H36BN9O3Ru. Source: OMol25; level of theory: ωB97M-V with the def2-TZVPD basis set.

XYZ file:
```
74
C24H36BN9O3Ru (ωB97M-V with the def2-TZVPD basis set)
Ru 0.3459 -0.5145 -0.2334
C 2.3585 -0.1321 -3.0439
C 1.0098 0.4976 -3.0721
C 0.3864 1.1680 -4.1225
C -0.8942 1.4677 -3.6867
C -1.9941 2.1537 -4.4165
N -1.0183 1.0087 -2.4246
N 0.1558 0.4205 -2.0439
B -2.2531 0.8705 -1.5477
N -2.4685 -0.5763 -1.1029
N -1.4616 -1.3765 -0.6125
C -1.9700 -2.6126 -0.4620
C -1.1931 -3.8059 -0.0267
C -3.3071 -2.6018 -0.8356
C -3.5919 -1.3090 -1.2328
C -4.8788 -0.7605 -1.7397
N -2.0785 1.7345 -0.2269
N -1.0818 1.3294 0.6941
C -1.1912 2.0695 1.7491
C -0.3447 1.9342 2.9559
C -2.2733 3.0151 1.5515
C -2.7879 2.7185 0.2440
C -3.9171 3.3876 -0.4519
H 3.0217 0.3712 -3.7445
H 2.7946 -0.1141 -2.0480
H 2.2810 -1.1793 -3.3405
H 0.8081 1.3927 -5.0866
H -1.6462 2.4545 -5.4014
H -2.8515 1.4931 -4.5451
H -2.3276 3.0462 -3.8869
H -3.2184 1.2915 -2.0973
H -0.2245 -3.8516 -0.5212
H -1.0473 -3.8177 1.0538
H -1.7494 -4.7016 -0.2938
H -3.9816 -3.4402 -0.8351
H -5.6456 -1.5293 -1.6870
H -5.2119 0.0908 -1.1463
H -4.7880 -0.4392 -2.7773
H 0.3297 1.0919 2.8445
H 0.2059 2.8565 3.1485
H -0.9779 1.7369 3.8227
H -2.6263 3.7824 2.2215
H -4.3013 4.2058 0.1505
H -3.5912 3.7773 -1.4162
H -4.7229 2.6770 -0.6388
C 3.7620 2.4612 -0.7623
N 3.9033 1.7308 0.4967
C 5.1183 1.9907 1.2731
C 2.9913 0.8629 0.8853
C 3.1587 0.1592 2.1959
O 1.9988 0.6350 0.1309
H 4.1031 3.4827 -0.6087
H 2.7219 2.4647 -1.0723
H 4.3714 1.9951 -1.5370
H 5.8579 2.4231 0.6056
H 5.5272 1.0688 1.6774
H 4.9210 2.6950 2.0817
H 3.5341 0.8260 2.9693
H 3.8783 -0.6558 2.0808
H 2.2089 -0.2637 2.5055
C 0.4149 -3.3131 4.5633
N 0.8595 -3.0963 3.1845
C 1.8118 -3.8868 2.6132
C 2.2892 -3.7022 1.3621
C 1.7298 -2.6244 0.6067
O 1.9757 -2.3069 -0.5774
N 0.7824 -1.8481 1.2187
C 0.3351 -2.0028 2.5047
O -0.4382 -1.2219 3.0294
H 0.7322 -4.3024 4.8788
H -0.6685 -3.2435 4.6059
H 0.8414 -2.5596 5.2232
H 2.1648 -4.6934 3.2419
H 3.0328 -4.3554 0.9356
```

The calculation puts the LUMO energy (spin up / spin down) at -4.56 / -9.10 eV. The energy relative to the best compared isomer or geometry (same formula, charge and spin) is 0.153 eV. As for the multiplicity: 5. The HOMO energy (spin up / spin down) comes out at -14.0 / -14.0 eV. As for the HOMO-LUMO gap (spin up / spin down): 9.42 / 4.85 eV. Its strongest force on any atom is 0.51 eV/Å. As for the net charge: +2.

=====

Record 3
A molecular structure, C24H36F5IrN3OSTe. Source: OMol25; level of theory: ωB97M-V with the def2-TZVPD basis set.

XYZ file:
```
72
C24H36F5IrN3OSTe (ωB97M-V with the def2-TZVPD basis set)
Ir -0.3569 0.1635 -1.1971
C -0.1941 2.9731 0.7013
C 0.5037 2.5314 1.9959
N 1.0202 1.1953 1.9065
C 2.1930 0.8715 2.6637
C 3.4287 1.6205 2.1529
S 3.6593 1.5819 0.3575
C 2.7622 3.0516 -0.2138
C 1.5188 2.8964 -1.0832
N 0.2768 2.3072 -0.5220
H -1.2580 2.7706 0.7720
H -0.0831 4.0603 0.5963
H 1.3458 3.1903 2.2078
H -0.2073 2.6894 2.8237
H 0.3347 0.4588 1.8542
H 2.1052 1.0747 3.7476
H 2.3647 -0.2014 2.5591
H 3.4306 2.6637 2.4746
H 4.3247 1.1675 2.5814
H 2.5751 3.6930 0.6473
H 3.4721 3.5943 -0.8407
H 1.2650 3.9226 -1.3802
H 1.7363 2.3713 -2.0118
H -0.3951 2.5375 -1.2591
F -1.5148 3.1301 -4.1902
Te -0.4101 1.5344 -4.6281
F 0.8433 -0.0314 -4.6888
F -2.0915 0.4745 -4.4631
F 1.1815 2.7108 -4.3700
F -0.9365 -1.3812 -2.1978
O -0.2884 1.3830 -2.7535
C -4.6024 1.9477 0.1857
C -4.2408 1.9175 -1.1524
C -3.0378 1.3488 -1.5603
C -2.1690 0.8126 -0.6119
C -2.5457 0.8286 0.7299
C -3.7495 1.3903 1.1288
H -5.5417 2.3928 0.4911
H -4.8963 2.3385 -1.9050
H -2.7904 1.3203 -2.6111
H -1.8925 0.3910 1.4707
H -4.0175 1.3880 2.1794
C -3.0791 -2.3616 0.9043
C -1.8865 -2.8363 1.7397
C -1.4664 -1.9011 2.8778
C -0.7431 -3.2554 0.8352
C -0.6133 -4.6204 0.6233
C 0.3480 -5.1418 -0.2207
C 1.2265 -4.2729 -0.8381
C 1.1430 -2.8957 -0.6857
C 2.3341 -2.1265 -1.2288
C 3.3137 -1.8948 -0.0744
C 2.0651 -0.8622 -2.0259
C 0.0962 -2.3481 0.1163
N -0.1680 -0.9981 0.2513
H -3.8734 -1.9627 1.5400
H -3.4806 -3.2025 0.3353
H -2.7974 -1.5976 0.1857
H -2.2110 -3.7583 2.2323
H -0.9005 -1.0487 2.5148
H -0.8326 -2.4399 3.5857
H -2.3435 -1.5355 3.4170
H -1.2981 -5.2869 1.1355
H 0.4250 -6.2100 -0.3793
H 2.0185 -4.6696 -1.4626
H 2.8200 -2.8181 -1.9229
H 2.8556 -1.2557 0.6811
H 4.2215 -1.4016 -0.4263
H 3.5838 -2.8443 0.3929
H 1.8438 -0.0080 -1.3609
H 1.3042 -0.9957 -2.7934
H 2.9720 -0.5313 -2.5367
```

The calculation puts the LUMO energy (spin up / spin down) at 1.21 / 1.47 eV. As for the multiplicity: 1. The HOMO energy (spin up / spin down) comes out at -5.4 / -5.2 eV. As for the HOMO-LUMO gap (spin up / spin down): 6.65 / 6.65 eV. Its strongest force on any atom is 0.48 eV/Å. As for the net charge: -1.

=====

Record 4
A molecular structure, C24H36F6FeN3OTe. Source: OMol25; level of theory: ωB97M-V with the def2-TZVPD basis set.

XYZ file:
```
72
C24H36F6FeN3OTe (ωB97M-V with the def2-TZVPD basis set)
Fe 0.0305 -0.0473 0.1457
C -1.6481 2.4695 0.6018
N -1.6995 1.1865 -0.1220
C -2.9491 0.5209 0.2677
C -1.6832 1.4609 -1.5699
C -1.3867 0.2063 -2.3645
N -0.0786 -0.3537 -1.9996
C 0.0190 -1.7464 -2.4577
C 1.0075 0.3849 -2.6731
H -2.4901 3.1049 0.2993
H -0.7028 2.9635 0.3939
H -1.7182 2.2792 1.6719
H -3.8158 1.1482 0.0224
H -2.9279 0.3524 1.3427
H -3.0567 -0.4426 -0.2247
H -0.9049 2.2032 -1.7471
H -2.6408 1.8921 -1.8864
H -1.4266 0.4253 -3.4387
H -2.1458 -0.5518 -2.1618
H 0.0489 -1.7917 -3.5532
H -0.8440 -2.3190 -2.1209
H 0.9195 -2.1901 -2.0391
H 0.9111 0.2737 -3.7617
H 1.9602 -0.0260 -2.3423
H 0.9972 1.4327 -2.3966
Te -1.2028 -2.7625 0.6223
C -3.1603 -3.2570 1.2237
C -3.7056 -4.4800 0.8242
C -4.9953 -4.8342 1.1977
C -5.7488 -3.9820 1.9959
C -5.2096 -2.7728 2.4172
C -3.9270 -2.4088 2.0273
H -3.1142 -5.1588 0.2198
H -5.4079 -5.7815 0.8743
H -6.7515 -4.2627 2.2943
H -5.7895 -2.1102 3.0471
H -3.5147 -1.4643 2.3606
C 3.2261 -2.9583 -0.3366
C 2.5371 -2.0066 0.6558
O 1.3662 -1.5376 0.1279
C 2.2933 -2.8186 1.9642
F 1.6914 -3.9896 1.6844
F 1.4849 -2.1806 2.8342
F 3.4173 -3.1183 2.6410
C 3.5384 -0.8557 0.9520
F 3.1110 -0.0399 1.9352
F 4.7574 -1.2962 1.3324
F 3.7304 -0.1162 -0.1448
H 2.5091 -3.7277 -0.6156
H 4.1220 -3.4265 0.0710
H 3.4919 -2.3849 -1.2235
C 1.2395 0.4389 4.4508
C 0.5439 0.3538 3.1724
N 0.0160 0.2821 2.1638
H 2.2904 0.6518 4.2581
H 1.1589 -0.5107 4.9767
H 0.8131 1.2348 5.0574
C 3.6777 3.7361 1.0514
C 2.7627 3.6607 -0.1795
C 1.9420 4.9526 -0.2820
C 3.6257 3.5045 -1.4399
C 1.8627 2.4976 -0.0541
C 1.1750 1.4971 0.0028
H 4.3694 4.5804 0.9653
H 4.2576 2.8162 1.1506
H 3.0849 3.8634 1.9598
H 2.6018 5.8212 -0.3737
H 1.3203 5.0843 0.6064
H 1.2868 4.9234 -1.1559
H 4.3226 4.3433 -1.5355
H 2.9982 3.4747 -2.3341
H 4.1986 2.5763 -1.3951
```

The calculation puts the LUMO energy (spin up / spin down) at 0.40 / -1.84 eV. As for the multiplicity: 2. The HOMO energy (spin up / spin down) comes out at -7.5 / -7.5 eV. As for the HOMO-LUMO gap (spin up / spin down): 7.87 / 5.63 eV. Its strongest force on any atom is 0.70 eV/Å.